[1]
# C40H47IrN8P2S3Si

C40H47IrN8P2S3Si as an isolated structure (ωB97M-V/def2-TZVPD, the OMol25 dataset).

## Properties
HOMO energy (spin up / spin down) in eV: -10.8 / -11.1
2S+1: 2
LUMO (spin up / spin down) in eV: -3.717 / -5.014
<S²>: 0.787
Total charge: +1

Positions of all 102 atoms, in Å:
Ir -0.13 0.15 0.42
C 3.03 1.31 6.65
Si 2.54 1.89 4.95
C 1.65 3.53 4.99
C 4.04 1.92 3.84
C 1.37 0.56 4.26
C 1.02 -0.57 4.99
C 0.19 -1.56 4.45
C -0.24 -1.43 3.15
N 0.12 -0.36 2.42
C 0.86 0.60 2.96
S 1.05 1.87 1.78
H 3.74 2.01 7.10
H 3.52 0.34 6.61
H 2.17 1.24 7.33
H 2.25 4.27 5.52
H 0.69 3.45 5.51
H 1.46 3.91 3.98
H 4.85 2.48 4.31
H 3.84 2.38 2.88
H 4.41 0.90 3.67
H 1.39 -0.69 6.00
H -0.10 -2.43 5.03
H -0.87 -2.17 2.68
C -3.21 0.12 2.08
P -2.19 1.10 0.95
C -3.11 1.07 -0.62
N -4.41 1.15 -0.57
C -5.10 1.22 -1.74
C -6.51 1.32 -1.74
C -7.18 1.38 -2.92
C -6.48 1.35 -4.16
C -5.12 1.26 -4.18
C -4.40 1.21 -2.96
N -3.05 1.13 -2.98
C -2.40 1.04 -1.85
P -0.55 0.86 -1.81
C 0.08 2.49 -2.29
C -0.10 -0.17 -3.34
C -0.61 -1.59 -3.11
C 1.43 -0.14 -3.46
C -0.69 0.36 -4.65
C -2.44 2.87 1.55
C -2.01 2.94 3.03
C -3.91 3.30 1.45
C -1.60 3.80 0.68
H -4.20 0.57 2.15
H -2.74 0.09 3.06
H -3.31 -0.89 1.70
H -7.03 1.34 -0.79
H -8.26 1.46 -2.92
H -7.03 1.39 -5.09
H -4.58 1.24 -5.12
H -0.40 2.82 -3.22
H 1.16 2.42 -2.44
H -0.11 3.22 -1.51
H -0.27 -1.97 -2.15
H -0.25 -2.25 -3.89
H -1.70 -1.63 -3.11
H 1.94 -0.25 -2.50
H 1.77 0.79 -3.91
H 1.76 -0.95 -4.11
H -1.77 0.43 -4.62
H -0.42 -0.36 -5.44
H -0.28 1.33 -4.93
H -2.69 2.37 3.67
H -2.06 3.99 3.35
H -1.00 2.60 3.18
H -4.58 2.68 2.03
H -4.26 3.32 0.42
H -3.97 4.32 1.84
H -0.55 3.51 0.69
H -1.68 4.82 1.05
H -1.96 3.79 -0.35
S -1.74 -2.02 0.15
C -1.18 -3.51 -0.45
C -2.02 -4.10 -1.45
N -2.72 -4.55 -2.25
C 0.01 -4.20 -0.11
S 0.93 -3.93 1.24
C 0.49 -5.17 -1.08
N 0.96 -5.85 -1.88
N 6.82 -5.99 -5.04
C 6.20 -5.41 -4.26
C 5.45 -4.65 -3.29
C 6.09 -4.12 -2.18
C 5.40 -3.30 -1.31
C 4.07 -2.99 -1.56
C 3.41 -3.56 -2.64
C 4.10 -4.40 -3.50
N 3.41 -2.02 -0.74
C 4.01 -1.08 0.07
C 3.02 -0.28 0.54
N 1.80 -0.72 0.03
C 2.09 -1.76 -0.73
H 7.13 -4.35 -2.00
H 5.91 -2.90 -0.44
H 2.37 -3.36 -2.83
H 3.58 -4.85 -4.33
H 5.07 -1.03 0.25
H 3.10 0.57 1.18
H 1.38 -2.34 -1.28



[2]
# C29H48N5O4P

A 3-piece molecular cluster, C29H48N5O4P overall (ωB97M-V/def2-TZVPD, the OMol25 dataset).

## Properties
HOMO energy (spin up / spin down) in eV: -8.2 / -8.2
2S+1: 3
LUMO (spin up / spin down) in eV: -1.657 / -1.657
<S²>: 2.010

Positions of all 87 atoms, in Å:
C 5.26 -1.39 3.76
C 4.24 -2.26 3.06
C 3.43 -1.68 1.73
C 1.77 -1.73 1.95
C 0.95 -2.57 0.77
C -0.68 -2.74 0.89
C -1.42 -2.06 2.19
P -3.35 -2.20 2.37
N -3.96 -3.46 1.51
O -4.09 -0.76 1.66
O -3.87 -2.45 4.02
C -0.60 -1.23 3.37
N -1.41 -0.67 4.50
C -0.56 0.03 5.52
C 1.05 0.19 5.38
N 1.90 -0.32 4.24
C 1.02 -1.05 3.27
H 5.70 -1.80 4.77
H 5.57 -0.34 3.35
H 4.02 -3.34 3.53
H 3.81 -0.62 1.38
H 3.71 -2.43 0.85
H 1.48 -3.09 -0.15
H -1.31 -3.32 0.10
H -3.18 -3.98 1.06
H -4.81 -0.43 2.31
H -3.11 -2.92 4.49
H -1.09 0.51 6.46
H 1.62 0.76 6.25
C 0.91 -1.99 -5.97
C 0.81 -2.88 -4.70
C 0.42 -4.33 -5.11
C -1.04 -4.47 -5.52
C -1.97 -3.92 -4.44
C -1.62 -2.46 -4.03
N -0.16 -2.28 -3.73
O 0.09 -2.85 -2.47
C -2.06 -1.48 -5.14
C -2.54 -2.06 -2.82
C 2.27 -2.90 -4.15
H 0.84 -0.93 -5.71
H 1.87 -2.13 -6.48
H 0.15 -2.22 -6.72
H 0.62 -5.02 -4.27
H 1.06 -4.67 -5.94
H -1.23 -3.97 -6.47
H -1.27 -5.53 -5.68
H -3.00 -3.97 -4.80
H -1.92 -4.58 -3.56
H -1.74 -0.46 -4.92
H -3.15 -1.46 -5.24
H -1.69 -1.74 -6.13
H -2.44 -2.74 -1.97
H -3.60 -2.09 -3.11
H -2.32 -1.04 -2.48
H 2.60 -1.90 -3.85
H 2.97 -3.26 -4.92
H 2.40 -3.58 -3.30
C -0.26 2.71 2.84
C 0.34 3.21 1.49
C 1.76 3.78 1.74
C 1.75 5.15 2.42
C 0.86 6.13 1.67
C -0.58 5.59 1.43
N -0.59 4.21 0.86
O -0.24 4.31 -0.50
C -1.38 5.63 2.76
C -1.35 6.62 0.54
C 0.48 1.90 0.65
H -1.35 2.62 2.78
H 0.12 1.72 3.11
H -0.01 3.35 3.69
H 2.29 3.88 0.78
H 2.35 3.09 2.35
H 1.42 5.06 3.46
H 2.77 5.54 2.46
H 0.82 7.08 2.23
H 1.33 6.37 0.71
H -2.36 5.16 2.64
H -1.55 6.66 3.09
H -0.87 5.14 3.59
H -0.84 6.81 -0.42
H -1.42 7.60 1.03
H -2.37 6.28 0.32
H -0.50 1.45 0.45
H 1.08 1.15 1.18
H 0.98 2.06 -0.31



[3]
# C4H7NS

One molecule with the formula C4H7NS (ωB97M-V/def2-TZVPD, the OMol25 dataset).

## Properties
SMILES: S=CC[C@H]1CN1
HOMO energy in eV: -8.5
LUMO in eV: 0.128

Positions of all 13 atoms, in Å:
C -0.97 0.20 -0.36
C 0.10 -0.89 -0.24
C 1.21 -0.17 0.44
C 2.59 -0.29 0.03
H -0.47 1.07 -0.75
H 0.35 -1.18 -1.22
H -0.36 -1.72 0.36
H 1.17 -0.15 1.56
H 2.89 -0.86 -0.84
H 3.38 -0.38 0.77
H 2.15 1.71 0.39
N 1.87 0.95 -0.22
S -2.49 0.11 0.13



Computed calculated total energy, in the same sequence as the records: -115961.8294 -55763.5589 -16584.6552 eV.